# 1
ORCA calculation (the ωB97M-V functional and the def2-TZVPD basis) on a 11-piece molecular cluster, C32H92BF4N8O10 overall.

Last column: Mulliken charge in e.
Cartesian coordinates (Å):
B: -0.048 0.247 0.338  -0.124
F: -0.576 -1.073 0.415  0.576
F: 1.171 0.314 0.966  -0.282
F: -0.025 0.682 -0.994  0.374
F: -0.875 1.153 1.030  -0.138
C: 5.722 -2.646 4.928  -1.227
C: 4.595 -3.653 5.141  0.497
C: 3.414 -3.355 4.247  -0.761
O: 3.047 -1.972 4.270  -0.435
C: 2.003 -1.551 3.398  -0.247
N: 5.042 -5.029 4.865  -0.721
H: 6.528 -2.761 5.652  0.373
H: 5.440 -1.595 4.996  0.347
H: 6.159 -2.709 3.932  0.106
H: 4.274 -3.722 6.180  0.387
H: 2.548 -3.937 4.561  0.329
H: 3.529 -3.707 3.221  0.245
H: 1.084 -2.087 3.634  0.318
H: 2.293 -1.746 2.366  0.096
H: 1.784 -0.484 3.433  0.130
H: 5.823 -5.048 4.224  0.254
H: 5.459 -5.333 5.733  0.289
C: -0.987 3.353 -3.895  -0.751
C: -1.857 2.062 -4.071  0.857
C: -2.547 1.879 -5.464  -0.948
O: -3.601 2.831 -5.626  -0.339
C: -3.710 3.420 -6.889  -0.793
N: -1.174 0.865 -3.570  -0.376
H: -0.434 3.394 -2.956  -0.579
H: -1.600 4.252 -3.970  0.415
H: -0.223 3.354 -4.673  0.434
H: -2.668 2.015 -3.344  0.326
H: -3.090 0.934 -5.484  0.100
H: -1.771 1.790 -6.224  0.603
H: -4.765 3.511 -7.145  0.265
H: -3.257 2.867 -7.712  0.341
H: -3.246 4.406 -6.920  0.269
H: -1.847 0.123 -3.442  0.440
H: -0.644 0.993 -2.720  0.100
C: 5.087 1.126 -0.010  -1.411
C: 5.086 -0.224 -0.580  0.559
C: 5.779 -1.173 0.342  -1.049
O: 5.866 -2.503 -0.327  -0.339
C: 6.383 -3.540 0.494  -0.525
N: 3.722 -0.632 -0.746  -0.538
H: 4.696 1.047 1.005  0.294
H: 4.484 1.790 -0.628  0.137
H: 6.106 1.478 0.150  0.515
H: 5.651 -0.238 -1.512  0.385
H: 5.540 -1.153 1.405  0.398
H: 6.823 -0.863 0.396  0.461
H: 7.437 -3.285 0.604  0.344
H: 6.276 -4.514 0.018  0.266
H: 5.979 -3.495 1.505  0.015
H: 3.683 -1.625 -0.925  0.394
H: 3.282 -0.568 0.161  -0.091
C: -3.482 4.707 -1.124  -1.737
C: -2.311 3.929 -0.526  1.434
C: -2.158 4.235 1.020  0.152
O: -2.135 5.573 1.287  -0.444
C: -1.631 5.800 2.586  -0.530
N: -2.488 2.514 -0.679  -0.557
H: -3.197 5.756 -1.198  0.274
H: -4.311 4.521 -0.440  0.398
H: -3.674 4.327 -2.127  0.462
H: -1.464 4.110 -1.187  -0.320
H: -1.231 3.784 1.373  -0.517
H: -2.912 3.819 1.688  0.458
H: -0.544 5.811 2.508  0.190
H: -2.075 5.197 3.378  0.176
H: -1.850 6.849 2.787  0.297
H: -2.289 2.202 -1.618  0.033
H: -1.742 1.999 -0.234  -0.210
C: -3.549 -4.762 -0.887  -1.020
C: -3.150 -5.569 0.341  0.380
C: -2.420 -4.771 1.413  -0.081
O: -1.100 -4.384 0.942  -0.412
C: -0.217 -3.891 1.890  -0.741
N: -4.420 -6.077 0.863  -0.768
H: -4.095 -5.288 -1.671  0.310
H: -2.609 -4.381 -1.286  0.058
H: -4.108 -3.896 -0.531  0.185
H: -2.554 -6.393 -0.050  0.339
H: -2.225 -5.440 2.251  0.433
H: -3.003 -3.881 1.647  -0.324
H: -0.023 -4.595 2.699  0.627
H: -0.546 -2.947 2.325  0.020
H: 0.759 -3.707 1.441  0.249
H: -4.303 -6.411 1.809  0.281
H: -5.015 -5.267 0.967  0.277
C: 2.431 4.639 -1.917  -0.977
C: 2.475 4.965 -0.444  0.230
C: 1.857 3.916 0.529  1.195
O: 1.821 4.332 1.857  -0.511
C: 1.487 3.359 2.779  -0.171
N: 3.905 5.235 -0.154  -0.841
H: 2.504 5.575 -2.470  0.333
H: 1.536 4.086 -2.202  -0.104
H: 3.278 4.007 -2.184  0.364
H: 1.887 5.857 -0.226  0.431
H: 2.387 2.982 0.342  -0.159
H: 0.809 3.805 0.248  -0.679
H: 2.189 3.686 3.547  0.464
H: 1.845 2.371 2.490  -0.099
H: 0.423 3.354 3.015  -0.041
H: 4.542 4.530 -0.498  0.278
H: 4.086 5.143 0.835  0.310
C: -3.152 -1.753 3.985  -1.092
C: -3.604 -0.509 3.237  0.293
C: -2.626 0.721 3.586  0.208
O: -2.654 0.971 4.985  -0.430
C: -2.269 2.343 5.182  -0.607
N: -3.681 -0.773 1.738  -0.518
H: -2.070 -1.876 3.945  0.009
H: -3.582 -2.653 3.545  0.420
H: -3.464 -1.840 5.026  0.424
H: -4.609 -0.226 3.551  0.253
H: -2.862 1.584 2.964  0.031
H: -1.658 0.406 3.196  -0.157
H: -1.313 2.700 4.799  0.079
H: -2.133 2.610 6.230  0.455
H: -3.065 3.018 4.870  0.315
H: -4.143 -1.643 1.515  0.258
H: -2.747 -0.823 1.355  -0.136
C: -1.957 -3.272 -6.415  -1.784
C: -2.168 -1.977 -5.566  0.392
C: -2.582 -2.460 -4.127  -0.315
O: -3.153 -1.271 -3.463  -0.497
C: -2.884 -1.212 -2.108  -0.385
N: -0.896 -1.335 -5.556  -0.723
H: -1.075 -3.874 -6.200  0.338
H: -1.705 -2.983 -7.435  0.447
H: -2.856 -3.887 -6.463  0.400
H: -2.876 -1.296 -6.040  0.331
H: -1.714 -2.749 -3.535  0.191
H: -3.217 -3.346 -4.109  0.370
H: -3.243 -2.126 -1.635  -0.142
H: -3.468 -0.441 -1.606  0.399
H: -1.833 -1.012 -1.897  0.175
H: -0.333 -1.912 -4.948  0.365
H: -0.994 -0.459 -5.063  0.242
O: 2.397 1.392 -2.058  -0.766
H: 2.931 0.768 -1.566  0.404
H: 1.504 1.240 -1.749  0.082
O: -0.018 -3.000 -1.415  -0.782
H: -0.112 -2.266 -0.808  0.125
H: -0.357 -3.755 -0.934  0.373

## Properties
total charge: -1


# 2
ORCA calculation (the ωB97M-V functional and the def2-TZVPD basis) on a 15-piece molecular cluster, C32H94BrClN7O20S overall.

Last column: Mulliken charge in e.
Cartesian coordinates (Å):
C: 2.169 4.299 0.834  -1.563
C: 0.878 4.021 0.034  -0.112
C: 1.023 2.582 -0.506  -1.282
C: -0.332 1.762 -0.428  0.675
C: -0.332 1.310 1.049  0.482
C: 0.164 -0.106 1.374  -0.630
N: 0.658 -0.014 2.796  -0.337
N: 1.263 -0.555 0.544  -0.019
N: -0.912 -1.094 1.452  -0.307
C: -0.346 0.790 -1.608  -0.611
C: -1.404 -0.354 -1.691  -1.215
C: -0.789 -1.769 -1.690  0.070
C: -1.784 -2.723 -2.402  -1.398
C: -3.102 -2.934 -1.639  -0.524
S: -3.006 -3.907 -0.111  1.145
O: -3.182 -3.025 0.988  -0.550
O: -4.013 -4.899 -0.081  -0.588
Cl: -1.164 -4.808 0.054  -0.191
N: -0.708 1.691 -2.741  0.611
C: 0.325 1.833 -3.771  -0.734
C: 0.053 0.891 -4.966  -0.140
O: 0.269 -0.224 -4.873  -0.351
Br: -0.646 1.630 -6.631  -0.140
C: -1.348 2.792 -2.242  -0.693
N: -1.966 3.741 -2.894  0.163
C: -2.044 3.759 -4.357  -0.262
O: -3.050 4.593 -4.827  -0.382
O: -4.241 4.195 -4.210  -0.243
N: -1.322 2.737 -0.921  0.664
C: -2.384 3.273 -0.085  -1.973
C: -3.676 2.481 -0.011  -0.065
O: -3.490 1.174 0.530  -0.363
C: -4.488 2.403 -1.333  -0.700
N: -5.371 3.578 -1.446  -0.440
H: 3.076 4.086 0.273  0.157
H: 2.134 3.633 1.699  0.182
H: 2.161 5.300 1.251  0.509
H: 0.783 4.766 -0.755  0.485
H: 0.084 4.099 0.775  0.116
H: 1.801 2.113 0.096  0.689
H: 1.418 2.658 -1.526  0.238
H: -1.287 1.434 1.554  0.190
H: 0.335 1.988 1.580  -0.841
H: 1.617 0.304 2.706  0.368
H: 0.735 -0.971 3.131  0.195
H: 1.844 0.196 0.196  -0.203
H: 1.804 -1.285 0.983  0.458
H: -1.228 -1.080 2.417  0.427
H: -1.725 -0.793 0.926  0.002
H: 0.637 0.337 -1.694  1.341
H: -2.217 -0.268 -0.972  -0.134
H: -1.863 -0.261 -2.676  0.888
H: -0.678 -2.152 -0.678  -0.175
H: 0.171 -1.792 -2.199  0.575
H: -2.045 -2.341 -3.389  0.493
H: -1.298 -3.697 -2.472  0.369
H: -3.825 -3.448 -2.268  0.562
H: -3.567 -1.996 -1.344  0.138
H: 0.424 2.853 -4.142  0.863
H: 1.298 1.546 -3.380  0.550
H: -2.429 4.492 -2.409  0.433
H: -2.204 2.756 -4.755  0.218
H: -1.117 4.156 -4.761  0.321
H: -4.397 4.880 -3.544  0.292
H: -2.025 3.445 0.926  0.358
H: -2.654 4.272 -0.445  1.139
H: -4.324 3.012 0.697  0.526
H: -4.342 0.734 0.639  0.464
H: -5.155 1.546 -1.226  0.482
H: -3.896 2.212 -2.230  -0.156
H: -4.870 4.427 -1.207  0.170
H: -6.072 3.449 -0.730  0.387
C: 2.534 -1.890 5.725  -0.564
O: 2.184 -0.724 4.975  -0.425
H: 2.841 -2.667 5.030  0.158
H: 3.363 -1.666 6.400  0.256
H: 1.673 -2.240 6.300  0.344
H: 1.918 -0.047 5.607  0.232
C: 5.752 5.565 1.979  -0.433
O: 4.408 5.668 2.452  -0.458
H: 5.947 4.528 1.724  0.146
H: 5.885 6.183 1.089  0.158
H: 6.450 5.883 2.757  0.331
H: 4.250 6.592 2.673  0.263
C: 0.200 -7.518 -2.511  -0.356
O: 1.167 -6.955 -1.617  -0.513
H: 0.707 -8.238 -3.143  0.093
H: -0.586 -8.026 -1.950  0.310
H: -0.238 -6.738 -3.137  0.241
H: 0.710 -6.317 -1.061  0.231
C: -0.725 -9.784 -5.276  -0.564
O: -1.319 -8.636 -4.674  -0.437
H: 0.342 -9.763 -5.068  0.221
H: -1.153 -10.698 -4.857  0.275
H: -0.879 -9.770 -6.357  0.264
H: -2.262 -8.668 -4.865  0.265
C: -1.662 -8.695 1.800  -0.560
O: -1.779 -8.454 0.402  -0.421
H: -2.156 -9.636 2.024  0.228
H: -0.610 -8.766 2.088  0.263
H: -2.146 -7.894 2.366  0.244
H: -1.339 -7.619 0.215  0.233
C: 4.933 -0.405 0.137  -0.806
O: 4.205 0.734 0.612  -0.362
H: 4.941 -0.381 -0.949  0.215
H: 5.958 -0.374 0.502  0.377
H: 4.448 -1.326 0.474  0.323
H: 4.212 0.696 1.575  0.216
C: -8.154 1.154 -2.961  -0.569
O: -7.393 0.294 -2.110  -0.464
H: -8.068 2.169 -2.583  0.192
H: -7.766 1.118 -3.981  0.265
H: -9.204 0.856 -2.958  0.313
H: -7.477 -0.600 -2.455  0.275
C: 7.125 -2.194 -2.250  -0.649
O: 7.716 -1.508 -1.157  -0.473
H: 6.764 -1.456 -2.963  0.250
H: 7.861 -2.835 -2.742  0.304
H: 6.282 -2.804 -1.908  0.240
H: 8.030 -2.180 -0.536  0.360
C: 9.222 -4.091 1.692  -0.516
O: 8.338 -3.844 0.599  -0.483
H: 9.854 -3.218 1.823  0.246
H: 8.651 -4.262 2.608  0.217
H: 9.848 -4.960 1.482  0.251
H: 7.782 -4.623 0.491  0.263
C: 0.150 3.415 4.260  -0.223
O: 0.893 2.516 5.068  -0.572
H: 0.257 4.420 4.661  0.379
H: 0.536 3.393 3.236  -0.196
H: -0.908 3.134 4.265  0.248
H: 0.776 1.637 4.684  0.268
C: 5.402 4.880 -1.669  -0.439
O: 6.146 3.984 -0.854  -0.431
H: 5.542 5.887 -1.285  0.204
H: 5.756 4.840 -2.703  0.348
H: 4.336 4.632 -1.638  0.068
H: 6.010 3.097 -1.206  0.275
C: -6.192 6.775 0.986  -0.678
O: -6.234 5.377 0.702  -0.381
H: -5.391 7.219 0.400  0.230
H: -7.138 7.245 0.714  0.302
H: -5.994 6.941 2.047  0.270
H: -6.950 5.001 1.231  0.227
C: 5.339 -4.994 5.949  -0.596
O: 4.509 -4.767 4.812  -0.483
H: 5.956 -4.112 6.100  0.212
H: 4.728 -5.161 6.839  0.286
H: 5.985 -5.859 5.782  0.292
H: 3.969 -5.554 4.689  0.291
C: -7.728 3.964 4.290  -0.526
O: -8.504 4.213 3.117  -0.499
H: -7.083 4.822 4.460  0.210
H: -8.381 3.830 5.154  0.303
H: -7.111 3.072 4.156  0.237
H: -9.070 3.446 2.980  0.292

## Properties
total charge: +1


# 3
ORCA calculation (the ωB97M-V functional and the def2-TZVPD basis) on a 14-piece molecular cluster, C32H98N6O14 overall.

Last column: Mulliken charge in e.
Cartesian coordinates (Å):
C: 1.270 -0.186 -6.914  -1.058
C: -0.111 -0.690 -7.328  0.876
C: -1.259 0.124 -6.736  -1.053
O: -1.206 0.174 -5.325  -0.101
C: -1.704 -0.988 -4.704  -0.406
N: -0.167 -0.708 -8.792  -0.792
H: 1.409 0.834 -7.280  0.330
H: 2.070 -0.825 -7.281  0.481
H: 1.315 -0.080 -5.827  -0.097
H: -0.219 -1.730 -6.982  0.137
H: -2.215 -0.240 -7.130  0.580
H: -1.211 1.154 -7.099  0.117
H: -1.695 -0.827 -3.628  -0.325
H: -1.031 -1.834 -4.895  0.343
H: -2.706 -1.341 -4.969  0.363
H: -1.033 -1.173 -9.076  0.264
H: 0.513 -1.372 -9.154  0.288
C: -2.931 4.196 1.169  -1.638
C: -1.902 3.238 1.746  0.242
C: -2.600 2.255 2.698  0.571
O: -3.390 2.966 3.648  -0.432
C: -4.219 2.096 4.382  -0.547
N: -1.297 2.470 0.650  1.762
H: -3.750 3.632 0.715  0.216
H: -2.484 4.890 0.458  0.317
H: -3.415 4.782 1.951  0.451
H: -1.161 3.792 2.327  0.448
H: -1.932 1.577 3.245  0.179
H: -3.228 1.589 2.091  -0.442
H: -3.649 1.357 4.957  0.191
H: -4.943 1.539 3.775  0.203
H: -4.784 2.755 5.042  0.294
H: -2.053 2.016 0.135  -0.715
H: -0.710 1.693 0.972  -0.457
C: -0.047 4.325 -5.560  -1.744
C: 0.075 3.741 -4.151  0.602
C: -1.237 3.620 -3.395  0.221
O: -1.945 4.836 -3.309  -0.441
C: -3.328 4.674 -3.206  -0.654
N: 0.695 2.402 -4.261  0.595
H: -0.359 5.367 -5.487  0.405
H: -0.727 3.769 -6.209  0.260
H: 0.946 4.277 -6.008  0.401
H: 0.712 4.431 -3.592  0.409
H: -1.030 3.232 -2.391  -0.292
H: -1.866 2.840 -3.853  0.320
H: -3.733 4.096 -4.050  0.342
H: -3.857 5.621 -3.141  0.289
H: -3.565 4.088 -2.304  0.122
H: 0.034 1.816 -4.767  -0.282
H: 0.766 2.031 -3.297  0.138
C: -5.373 -0.062 0.727  -1.614
C: -4.002 -0.436 0.207  1.331
C: -3.991 -1.687 -0.653  -1.098
O: -2.675 -2.048 -1.011  -0.211
C: -1.859 -2.607 -0.024  -0.309
N: -3.495 0.728 -0.563  -0.036
H: -6.103 0.060 -0.078  0.394
H: -5.370 0.884 1.273  0.245
H: -5.748 -0.779 1.462  0.383
H: -3.373 -0.578 1.089  -0.455
H: -4.582 -1.616 -1.568  0.229
H: -4.455 -2.538 -0.129  0.435
H: -1.709 -1.943 0.835  -0.118
H: -0.889 -2.833 -0.463  0.139
H: -2.263 -3.535 0.400  0.524
H: -2.615 0.430 -0.991  -0.339
H: -4.113 0.859 -1.363  0.354
C: 1.701 -0.719 -2.461  -0.619
C: 0.718 -0.207 -1.402  2.000
C: 0.989 -0.684 0.031  -0.423
O: 0.029 -0.088 0.882  0.958
C: -0.151 -0.832 2.066  -1.609
N: 0.785 1.272 -1.486  1.111
H: 1.220 -0.468 -3.408  -0.209
H: 1.787 -1.807 -2.387  0.208
H: 2.674 -0.238 -2.409  -0.175
H: -0.293 -0.475 -1.714  -1.263
H: 2.003 -0.419 0.357  0.009
H: 1.021 -1.783 0.009  -0.024
H: -1.062 -0.581 2.609  0.219
H: 0.729 -0.697 2.707  0.061
H: -0.229 -1.915 1.911  0.153
H: 1.676 1.579 -1.100  -0.399
H: 0.134 1.706 -0.835  -0.593
C: -0.102 -3.526 9.349  -1.317
C: -1.006 -4.182 8.296  0.261
C: -1.497 -3.230 7.230  -0.783
O: -0.413 -2.466 6.759  -0.236
C: -0.723 -1.720 5.618  -1.165
N: -0.231 -5.278 7.651  -0.700
H: -0.462 -2.576 9.757  0.335
H: 0.919 -3.320 9.033  0.317
H: -0.073 -4.267 10.152  0.411
H: -1.871 -4.650 8.769  0.372
H: -2.204 -2.559 7.739  0.349
H: -2.016 -3.789 6.447  0.362
H: -1.067 -2.381 4.809  0.333
H: 0.113 -1.178 5.177  0.548
H: -1.535 -1.013 5.827  0.346
H: 0.659 -4.883 7.352  0.265
H: 0.094 -5.884 8.405  0.299
C: 4.783 -1.783 -1.006  -0.496
O: 5.202 -0.714 -1.836  -0.593
H: 3.740 -1.684 -0.697  0.101
H: 4.889 -2.670 -1.626  0.259
H: 5.409 -1.916 -0.117  0.332
H: 5.010 0.111 -1.364  0.389
C: 3.533 -2.843 2.338  -0.191
O: 2.650 -3.867 1.933  -0.487
H: 4.568 -3.077 2.060  0.365
H: 3.296 -1.857 1.925  -0.235
H: 3.492 -2.781 3.426  0.321
H: 2.526 -3.802 0.974  0.239
C: 3.620 -5.127 -1.093  -0.891
O: 2.654 -4.079 -0.992  -0.240
H: 4.490 -5.002 -0.456  0.291
H: 3.159 -6.100 -0.907  0.302
H: 3.977 -5.123 -2.129  0.367
H: 1.918 -4.295 -1.569  0.202
C: 3.131 1.077 3.600  -0.148
O: 2.084 0.745 4.480  -0.494
H: 4.002 1.506 4.107  0.403
H: 3.454 0.143 3.130  -0.064
H: 2.849 1.766 2.797  -0.056
H: 1.460 1.470 4.565  0.331
C: -0.310 -4.315 3.589  -0.316
O: -1.590 -4.583 4.148  -0.621
H: -0.341 -3.995 2.549  -0.077
H: 0.177 -3.518 4.160  0.231
H: 0.290 -5.229 3.645  0.433
H: -1.443 -4.912 5.038  0.288
C: 4.116 1.753 -4.423  -0.244
O: 3.455 2.727 -5.213  -0.680
H: 3.772 0.729 -4.581  0.166
H: 5.173 1.783 -4.702  0.416
H: 4.135 2.012 -3.358  -0.149
H: 2.531 2.705 -4.874  0.337
C: 3.848 2.725 -0.229  -0.714
O: 3.932 1.299 -0.297  -0.281
H: 4.857 3.141 -0.167  0.480
H: 3.376 3.110 -1.129  0.197
H: 3.297 3.054 0.651  -0.026
H: 4.504 0.989 0.414  0.263
C: 1.172 5.040 0.903  -0.405
O: 0.339 4.697 -0.178  -0.450
H: 1.920 5.766 0.582  0.304
H: 0.668 5.506 1.762  0.258
H: 1.634 4.116 1.274  -0.133
H: -0.218 3.956 0.147  0.182

## Properties
relative energy (zero: lowest compared OMol25 entry of this formula, charge and spin): 297.0 kJ/mol
total charge: 0


| no. | highest occupied orbital energy (eV) | HOMO-LUMO gap (eV) |
| --- | --- | --- |
| 1 | -5.91 | 8.08 |
| 2 | -11.02 | 8.79 |
| 3 | -8.52 | 8.74 |